No. 1
Below is an isolated ion of composition C13H18BI2O2S and charge -1 in a non-equilibrium geometry, with properties calculated with wB97M-V/def2-TZVPD.

Structure (ORCA input):
```
! RIJCOSX wB97M-V def2-TZVPD def2/J DEFGRID3
* xyz -1 1
C -1.123 0.785 5.352
C -1.152 1.102 3.878
C -0.116 1.835 3.349
C -0.059 2.127 2.018
C -1.070 1.683 1.196
C -0.948 1.988 -0.289
C 0.040 0.983 -0.925
O -0.477 0.059 -1.819
B 0.747 -0.757 -2.064
C 0.698 -1.782 -3.359
I 2.730 -1.881 -4.181
C 0.304 -3.178 -2.865
C 1.356 -3.952 -2.097
I -0.514 -4.410 -4.472
O 1.783 0.309 -2.209
C 1.301 1.500 -1.659
S 0.982 2.635 -3.077
C -2.120 0.974 1.692
C -2.144 0.700 3.038
H -0.348 0.026 5.502
H -0.860 1.662 5.942
H -2.055 0.344 5.706
H 0.692 2.166 3.996
H 0.777 2.685 1.620
H -0.542 3.000 -0.348
H -1.909 1.903 -0.796
H 0.447 0.387 -0.086
H 0.839 -1.445 -1.042
H 0.065 -1.444 -4.176
H -0.539 -3.008 -2.196
H 2.094 -4.418 -2.747
H 1.864 -3.335 -1.359
H 0.865 -4.757 -1.538
H 2.016 1.979 -0.984
H 2.246 2.791 -3.504
H -2.905 0.622 1.038
H -2.963 0.124 3.464
*
```

Results
- LUMO level: 2.601 eV
- E: -45584.2740 eV
- Orbital gap: 7.5 eV

Here are the Löwdin charges for atoms 1 to 8, given in e:
1. C -0.058
2. C -0.306
3. C -0.061
4. C -0.039
5. C -0.243
6. C -0.066
7. C -0.390
8. O -0.021

***

No. 2
Below is C13H18BeNO5S2 as an isolated structure in a non-equilibrium geometry, with properties calculated with wB97M-V/def2-TZVPD.

Structure (ORCA input):
```
! RIJCOSX wB97M-V def2-TZVPD def2/J DEFGRID3
* xyz 1 1
Be -10.219 -6.527 -2.187
C -9.124 -7.017 -4.767
O -10.205 -6.691 -3.894
C -11.521 -6.706 -4.410
C -12.210 -5.540 -3.692
O -11.811 -5.690 -2.327
C -11.803 -4.510 -1.552
C -10.482 -3.810 -1.841
O -9.521 -4.862 -1.909
C -8.193 -4.444 -1.565
H -9.197 -8.053 -5.113
H -9.134 -6.344 -5.621
H -8.197 -6.877 -4.249
H -11.527 -6.551 -5.483
H -12.033 -7.644 -4.191
H -11.866 -4.602 -4.093
H -13.286 -5.591 -3.778
H -12.659 -3.897 -1.809
H -11.886 -4.810 -0.515
H -10.523 -3.284 -2.785
H -10.258 -3.126 -1.031
H -8.053 -4.506 -0.506
H -7.517 -5.121 -2.075
H -8.100 -3.425 -1.928
O -12.212 -9.802 -2.859
S -12.116 -9.186 -1.565
O -13.264 -8.548 -0.995
N -10.815 -8.093 -1.620
C -9.777 -8.502 -0.901
S -8.421 -7.515 -1.037
C -10.039 -9.712 -0.105
C -9.280 -10.329 0.862
C -9.808 -11.449 1.497
C -11.054 -11.946 1.150
C -11.839 -11.334 0.198
C -11.313 -10.208 -0.388
H -8.293 -9.933 1.109
H -9.256 -11.966 2.261
H -11.440 -12.835 1.641
H -12.802 -11.703 -0.091
*
```

Results
- LUMO level: -3.314 eV
- E: -47567.9518 eV
- Orbital gap: 8.7 eV

Here are the Löwdin charges for atoms 1 to 8, given in e:
1. Be 0.121
2. C 0.008
3. O -0.217
4. C -0.098
5. C -0.074
6. O -0.156
7. C -0.098
8. C -0.118